Computed, not measured: C3H4S2 in the gas phase, with wB97M-V/def2-TZVPD.

Computed properties:
* HOMO energy: -7.65 eV
* gap between HOMO and LUMO: 8.140 eV
* total energy: -24842.8126 eV
* relative energy (zero: lowest compared OMol25 entry of this formula, charge and spin): 2.829 eV
* structure (SMILES): CSC1=CS1

Each line ends with the natural charge from an NBO analysis.
Positions of all 9 atoms, in Å:
C  -2.355  1.134  -0.336  -0.312
C  -2.177  -0.133  -0.181  -0.271
C  0.531  -0.932  0.103  -0.771
S  -3.870  0.069  0.033  0.079
S  -1.147  -1.662  0.098  0.285
H  -2.117  2.209  -0.122  0.266
H  0.801  -0.585  1.125  0.239
H  0.627  0.054  -0.384  0.237
H  1.099  -1.651  -0.536  0.247

Atomic forces in eV per Å
0.341 0.954 0.719
2.608 -2.089 0.409
-0.102 0.807 -0.365
-1.619 0.325 -0.002
-1.010 2.977 -0.610
-0.149 -1.621 -0.530
0.400 -1.437 -0.470
-0.719 -0.548 -0.541
0.249 0.632 1.390

Computed, not measured: C9H9N2OP in the gas phase, with wB97M-V/def2-TZVPD.

Computed properties:
* HOMO energy: -8.95 eV
* gap between HOMO and LUMO: 8.620 eV
* total energy: -23792.5114 eV
* relative energy (zero: lowest compared OMol25 entry of this formula, charge and spin): 1.271 eV
* structure (SMILES): O=C1c2cnccc2C[C@H]1/N=C/P

Each line ends with the natural charge from an NBO analysis.
Positions of all 22 atoms, in Å:
C  -0.086  1.776  2.195  -0.267
C  1.188  2.192  2.581  0.058
C  2.234  0.607  1.334  0.105
C  -0.711  -1.056  -0.120  -0.193
C  -0.154  0.641  1.409  0.091
C  1.003  0.154  0.919  -0.235
C  0.783  -0.961  0.009  0.568
C  -1.349  -0.159  0.955  -0.439
C  -0.554  -1.147  -2.495  -0.154
N  2.326  1.622  2.061  -0.405
N  -1.114  -0.684  -1.471  -0.447
O  1.636  -1.580  -0.679  -0.551
P  -1.043  -0.659  -4.150  0.308
H  -0.980  2.459  2.135  0.228
H  1.315  3.125  3.032  0.196
H  3.106  0.379  0.806  0.203
H  -0.957  -2.172  -0.159  0.240
H  -1.902  0.638  0.423  0.252
H  -1.775  -0.658  1.871  0.246
H  0.251  -1.949  -2.397  0.200
H  -2.390  -0.580  -3.679  0.011
H  -0.827  -1.989  -4.579  -0.014

Atomic forces in eV per Å
-0.420 1.536 -0.276
-0.461 -1.173 -2.474
-0.702 -0.606 -2.476
-0.865 -3.262 -1.062
-0.261 -0.410 0.455
1.122 -2.228 0.079
2.234 -0.877 -1.932
0.792 0.867 -0.281
1.518 -1.566 0.928
-0.107 3.562 4.210
-0.655 1.548 -0.021
-2.287 1.475 2.185
0.057 0.501 0.134
0.887 -0.773 1.197
0.294 1.158 1.044
1.347 -1.181 -0.568
0.037 1.312 1.058
-1.014 -0.993 0.481
-0.124 0.530 -1.346
-0.698 1.070 -0.241
0.090 -0.445 -0.791
-0.783 -0.046 -0.303

Computed, not measured: C3H6N2S in the gas phase, with wB97M-V/def2-TZVPD.

Computed properties:
* HOMO energy: -8.39 eV
* gap between HOMO and LUMO: 9.233 eV
* total energy: -17022.1091 eV
* relative energy (zero: lowest compared OMol25 entry of this formula, charge and spin): 1.932 eV
* structure (SMILES): NN1CCC1=S

Each line ends with the natural charge from an NBO analysis.
Positions of all 12 atoms, in Å:
C  1.808  -0.539  0.008  -0.202
C  0.662  -1.532  -0.023  -0.470
C  -0.282  -0.305  -0.026  0.108
H  0.169  2.197  -0.800  0.369
H  0.371  2.219  0.822  0.362
H  2.410  -0.525  0.918  0.201
H  2.387  -0.475  -0.909  0.201
H  0.563  -2.153  -0.901  0.233
H  0.549  -2.083  0.909  0.230
N  0.757  1.839  -0.034  -0.639
N  0.754  0.507  0.043  -0.233
S  -1.885  -0.084  0.010  -0.161

Atomic forces in eV per Å
0.057 1.200 -0.136
-0.965 0.077 0.543
-0.069 -1.815 0.364
0.320 -0.530 0.291
0.033 0.170 0.064
0.166 -0.095 -0.254
0.334 -0.063 0.089
0.079 -0.228 -0.099
-0.022 -0.257 -0.226
0.253 2.453 -0.038
0.258 -1.184 -0.401
-0.444 0.272 -0.199

Computed, not measured: 2 unconnected molecules or ions with the total composition C8H12O2, with wB97M-V/def2-TZVPD.

Computed properties:
* HOMO energy: -8.03 eV
* gap between HOMO and LUMO: 8.691 eV
* total energy: -12583.4448 eV
* relative energy (zero: lowest compared OMol25 entry of this formula, charge and spin): 1.993 eV
* structure (SMILES): Cc1ccc(O)cc1.CO

Each line ends with the natural charge from an NBO analysis.
Positions of all 22 atoms, in Å:
C  -3.331  0.306  -1.689  -0.242
O  -3.665  -0.966  -2.317  -0.730
H  -3.281  -1.023  -3.187  0.464
H  -3.531  1.113  -2.368  0.166
H  -2.277  0.425  -1.392  0.160
H  -3.855  0.338  -0.823  0.183
C  1.527  2.540  1.674  -0.613
C  2.017  0.232  1.691  -0.202
C  1.395  1.275  0.997  -0.048
C  1.744  -1.013  1.185  -0.233
C  0.786  -1.143  0.137  0.298
C  0.808  1.205  -0.285  -0.212
C  0.469  -0.107  -0.727  -0.283
O  0.154  -2.373  0.150  -0.705
H  2.494  0.351  2.642  0.218
H  1.932  -1.907  1.806  0.223
H  0.863  3.361  1.134  0.203
H  2.572  2.753  1.770  0.218
H  0.253  1.972  -0.707  0.211
H  -0.624  -2.569  -0.487  0.498
H  -0.087  -0.375  -1.648  0.213
H  1.143  2.501  2.698  0.212

Atomic forces in eV per Å
1.997 -1.182 -2.650
0.238 0.641 1.034
0.254 0.177 -0.341
-0.497 0.564 -0.150
-0.050 -0.500 -0.267
-1.943 0.310 2.393
-2.137 3.325 -0.075
-1.351 -0.965 -2.065
0.530 0.481 -1.207
-1.376 -1.111 0.629
0.240 -0.940 0.129
0.128 -3.724 2.198
0.252 -0.160 0.202
-1.137 -0.907 -1.452
0.346 0.262 0.197
0.091 0.393 -0.670
1.851 -1.276 1.092
0.565 0.957 -0.145
-0.278 1.856 -0.779
2.158 1.292 1.276
0.193 0.595 0.705
-0.074 -0.087 -0.053

Computed, not measured: C9H15N3O6 in the gas phase, with wB97M-V/def2-TZVPD.

Computed properties:
* HOMO energy: -9.95 eV
* gap between HOMO and LUMO: 10.233 eV
* total energy: -26333.0828 eV
* relative energy (zero: lowest compared OMol25 entry of this formula, charge and spin): 1.296 eV
* structure (SMILES): NC(=O)CC[C@H](N)C(=O)N[C@@H](CC(=O)O)C(=O)O

Each line ends with the natural charge from an NBO analysis.
Positions of all 33 atoms, in Å:
C  -0.146  -0.975  -0.052  -0.146
C  0.998  -1.347  0.941  0.686
C  -1.501  -1.346  0.499  -0.423
C  -2.712  -1.020  -0.345  -0.516
C  -3.153  0.396  -0.033  0.718
C  2.407  0.504  -0.078  -0.169
C  3.851  0.360  -0.394  0.759
C  1.959  1.901  0.486  -0.503
C  0.476  2.145  0.486  0.784
H  0.105  -2.381  -1.582  0.372
H  -0.365  -0.821  -2.065  0.373
H  -0.151  0.118  -0.073  0.213
H  -1.519  -2.458  0.631  0.223
H  -1.540  -0.869  1.466  0.242
H  -3.578  -1.635  -0.220  0.234
H  -2.483  -1.155  -1.435  0.225
H  -4.705  0.033  -1.318  0.396
H  -4.718  1.613  -0.551  0.410
H  2.807  -0.818  1.479  0.405
H  1.836  0.250  -0.974  0.270
H  2.367  2.097  1.501  0.234
H  2.318  2.679  -0.205  0.262
H  -1.192  1.735  1.322  0.534
H  3.577  -1.494  -0.629  0.490
N  0.228  -1.388  -1.414  -0.852
N  -4.276  0.726  -0.721  -0.810
N  2.080  -0.506  0.896  -0.622
O  0.926  -2.297  1.753  -0.613
O  -2.597  1.141  0.719  -0.649
O  4.638  1.277  -0.476  -0.554
O  -0.025  2.437  -0.599  -0.631
O  -0.250  1.946  1.571  -0.698
O  4.338  -0.848  -0.586  -0.643

Atomic forces in eV per Å
0.703 0.641 -0.015
-0.823 -1.300 0.994
0.010 -2.806 0.062
1.252 1.011 -0.767
-1.393 -1.106 -2.227
-2.129 0.662 1.009
2.254 2.461 -0.326
1.269 0.723 0.302
-0.977 -0.220 -2.470
-0.191 0.107 0.022
0.877 -1.056 0.524
0.100 -0.238 -0.261
0.199 0.793 0.311
-0.382 -0.107 0.397
-0.334 -0.737 0.613
-0.097 0.465 0.718
-0.034 0.417 0.185
-0.061 -0.005 -0.132
0.942 -0.271 1.015
0.092 0.324 -0.220
0.053 -0.406 -0.667
0.208 -0.297 0.364
0.371 0.408 -0.124
1.138 0.628 0.125
-0.822 0.970 -0.299
0.038 0.052 0.192
-1.060 -1.351 -0.103
0.250 2.124 -1.909
0.489 1.141 1.214
-0.965 0.023 0.215
0.054 -0.204 1.038
0.514 -0.381 0.555
-1.541 -2.463 -0.336

Computed, not measured: 2 unconnected molecules or ions with the total composition C5H6Si, with wB97M-V/def2-TZVPD.

Computed properties:
* HOMO energy: -9.38 eV
* gap between HOMO and LUMO: 8.123 eV
* total energy: -13154.1412 eV
* relative energy (zero: lowest compared OMol25 entry of this formula, charge and spin): 3.310 eV

Each line ends with the natural charge from an NBO analysis.
Positions of all 12 atoms, in Å:
C  -3.241  1.108  0.582  -0.185
C  -1.325  -3.322  0.028  -0.212
C  -2.323  0.452  0.192  -0.567
C  -1.206  -2.133  -0.042  -0.559
C  2.881  1.376  -0.279  -0.882
Si  -0.955  -0.374  -0.864  1.036
H  -3.809  1.857  1.085  0.234
H  -1.665  -4.415  0.086  0.254
H  3.107  0.393  0.166  0.218
H  2.465  1.418  -1.350  0.230
H  3.850  1.925  -0.154  0.217
H  2.222  1.715  0.550  0.216

Atomic forces in eV per Å
-0.648 1.471 1.160
-1.406 -3.820 0.193
1.919 -1.513 -1.699
0.702 2.787 -1.084
0.476 0.139 0.764
-1.075 -1.068 1.614
-0.484 -0.220 -0.189
1.012 2.372 0.001
-0.037 -0.229 -1.163
0.587 -0.252 1.993
-0.957 -0.201 -0.489
-0.087 0.535 -1.102

Computed, not measured: CH2N4O in the gas phase, with wB97M-V/def2-TZVPD.

Computed properties:
* HOMO energy: -9.63 eV
* gap between HOMO and LUMO: 9.784 eV
* total energy: -9072.4346 eV
* relative energy (zero: lowest compared OMol25 entry of this formula, charge and spin): 3.863 eV
* structure (SMILES): [H]/N=c1/nn[nH]o1

Each line ends with the natural charge from an NBO analysis.
Positions of all 8 atoms, in Å:
C  0.615  -0.353  -0.167  0.532
H  2.178  0.552  0.313  0.343
H  -1.836  0.938  0.407  0.380
N  1.955  -0.418  -0.049  -0.657
N  -0.384  -1.388  -0.157  -0.246
N  -1.416  -0.759  -0.019  0.068
N  -1.201  0.468  -0.135  -0.122
O  0.088  0.959  -0.194  -0.299

Atomic forces in eV per Å
8.048 -0.114 0.338
0.210 -1.230 -0.997
-1.534 2.476 1.325
-4.534 0.525 0.545
4.251 -0.948 -0.409
-1.933 -1.510 -0.123
-3.165 4.483 -1.117
-1.344 -3.682 0.438

Computed, not measured: 2 unconnected molecules or ions with the total composition C16H27Br2ClF2N2O4, with wB97M-V/def2-TZVPD.

Computed properties:
* HOMO energy: -8.70 eV
* gap between HOMO and LUMO: 9.116 eV
* total energy: -186241.9870 eV
* structure (SMILES): C[C@H](O)CNCCO[C@]1(CC(=O)Cl)[C@H](F)NC(=O)[C@@H]1CCCF.BrCCBr

Each line ends with the natural charge from an NBO analysis.
Positions of all 54 atoms, in Å:
C  2.558  0.038  1.285  -0.651
C  3.538  -0.407  0.220  0.086
O  4.879  -0.009  0.514  -0.716
C  3.180  0.075  -1.205  -0.237
N  1.780  0.338  -1.553  -0.629
C  1.452  1.746  -1.425  -0.221
C  -0.004  2.131  -1.631  -0.069
O  -0.947  1.222  -1.054  -0.526
C  -2.085  1.862  -0.527  0.267
C  -2.755  2.911  -1.450  -0.557
C  -3.492  2.318  -2.626  0.549
O  -4.685  2.297  -2.699  -0.498
Cl  -2.549  1.609  -3.927  -0.030
C  -1.627  2.598  0.801  0.332
F  -0.366  2.145  1.193  -0.366
N  -2.565  2.290  1.848  -0.665
C  -3.470  1.288  1.386  0.700
O  -4.373  0.856  2.056  -0.547
C  -3.212  0.917  -0.063  -0.366
C  -3.204  -0.605  -0.259  -0.380
C  -1.963  -1.412  0.149  -0.455
C  -1.375  -2.178  -1.031  0.056
F  -1.345  -1.413  -2.197  -0.371
H  2.910  -0.263  2.273  0.222
H  2.403  1.116  1.288  0.205
H  1.627  -0.488  1.113  0.222
H  3.577  -1.496  0.209  0.162
H  4.862  0.929  0.731  0.460
H  3.721  1.015  -1.346  0.187
H  3.622  -0.622  -1.920  0.199
H  1.122  -0.228  -1.035  0.368
H  1.990  2.274  -2.219  0.193
H  1.820  2.172  -0.482  0.159
H  -0.099  3.117  -1.170  0.165
H  -0.214  2.242  -2.691  0.190
H  -3.544  3.380  -0.860  0.250
H  -2.074  3.705  -1.753  0.248
H  -1.491  3.668  0.636  0.158
H  -2.047  1.869  2.617  0.415
H  -4.154  1.201  -0.540  0.260
H  -3.474  -0.825  -1.291  0.226
H  -4.050  -0.941  0.344  0.236
H  -2.262  -2.173  0.871  0.219
H  -1.212  -0.774  0.620  0.210
H  -0.357  -2.478  -0.813  0.174
H  -1.990  -3.059  -1.228  0.159
Br  0.978  -3.215  1.448  -0.020
C  2.799  -3.861  1.691  -0.446
C  2.903  -4.807  2.857  -0.451
Br  2.811  -3.868  4.555  -0.006
H  3.427  -2.986  1.819  0.233
H  3.059  -4.368  0.764  0.232
H  3.865  -5.312  2.846  0.233
H  2.105  -5.542  2.863  0.232

Atomic forces in eV per Å
0.217 -0.251 0.093
-0.007 0.197 -0.198
-0.064 -0.143 0.048
-0.029 0.142 -0.129
0.005 -0.016 0.000
0.177 0.013 0.068
0.155 0.034 0.094
-0.346 0.019 -0.249
0.153 0.131 0.285
0.118 0.053 0.105
-0.845 0.041 -0.013
0.499 0.010 0.032
0.251 0.029 0.037
0.286 0.052 -0.138
-0.231 -0.055 -0.047
0.222 -1.031 -0.667
-0.458 0.119 0.379
0.628 -0.005 -0.102
-0.161 -0.197 0.058
-0.114 -0.142 0.171
-0.001 0.185 -0.315
-0.125 0.180 0.108
-0.011 -0.086 0.156
0.074 0.000 -0.009
-0.083 0.031 -0.035
-0.359 0.257 0.082
-0.004 -0.056 0.054
0.045 0.028 -0.017
0.019 0.013 -0.041
-0.048 -0.054 -0.011
0.002 -0.074 0.024
0.056 0.076 0.057
-0.169 -0.041 0.102
-0.036 0.042 -0.064
-0.127 -0.170 -0.168
0.032 0.068 0.038
0.118 -0.139 -0.205
-0.173 0.068 0.192
-0.247 0.672 0.486
0.106 0.188 -0.132
0.142 0.078 -0.079
-0.060 0.010 -0.063
0.128 0.035 0.184
0.046 0.000 -0.047
0.118 -0.172 -0.113
0.064 0.014 -0.154
0.081 -0.124 0.109
-0.101 -0.055 -0.049
0.055 0.045 0.129
-0.036 -0.024 -0.028
0.036 0.027 0.023
-0.010 -0.015 0.004
0.019 0.018 -0.021
-0.007 -0.023 -0.028

F_max per entry: 3.367; 5.516; 2.466; 4.326; 3.353; 4.075; 8.056; 1.248 eV/Å